[1]
{
  "formula": "C32H44N9OV",
  "method": "ωB97M-V/def2-TZVPD",
  "multiplicity": 4,
  "orbital_gap_ev": [7.42, 8.24],
  "lumo_energy_ha": [-0.068, -0.070],
  "charge": 1,
  "symbols": ["V", "C", "C", "N", "C", "C", "N", "C", "C", "N", "H", "H", "H", "H", "H", "H", "H", "H", "H", "H", "H", "H", "H", "H", "H", "C", "C", "C", "C", "C", "C", "C", "N", "C", "N", "C", "C", "C", "C", "C", "C", "C", "N", "C", "C", "C", "C", "C", "C", "C", "H", "H", "H", "H", "H", "H", "H", "H", "H", "H", "H", "H", "H", "H", "H", "H", "H", "H", "H", "H", "H", "H", "C", "N", "C", "C", "O", "N", "C", "N", "H", "H", "H", "H", "H", "H", "H"],
  "coordinates": [[0.850, -1.333, 0.290], [0.595, -4.484, 0.570], [1.624, -4.123, -0.502], [2.355, -2.899, -0.160], [3.261, -3.055, 0.989], [3.283, -1.799, 1.841], [1.912, -1.401, 2.218], [1.293, -2.224, 3.269], [0.333, -3.316, 2.750], [0.064, -3.301, 1.292], [1.035, -5.163, 1.302], [-0.230, -5.030, 0.107], [1.128, -3.923, -1.451], [2.302, -4.971, -0.656], [2.872, -2.639, -1.002], [4.276, -3.296, 0.659], [2.923, -3.898, 1.597], [3.714, -0.966, 1.284], [3.895, -1.969, 2.734], [1.953, -0.446, 2.555], [0.740, -1.546, 3.915], [2.073, -2.687, 3.883], [-0.619, -3.213, 3.273], [0.730, -4.296, 3.018], [-0.940, -3.263, 1.175], [-4.595, 3.186, 1.082], [-3.314, 3.952, 0.928], [-3.288, 5.336, 1.035], [-2.110, 6.055, 0.899], [-0.925, 5.379, 0.668], [-0.914, 3.995, 0.567], [-2.106, 3.287, 0.682], [-2.155, 1.869, 0.593], [-1.110, 1.065, 0.188], [-0.502, 1.462, -0.955], [0.875, 1.301, -1.358], [1.713, 0.369, -0.740], [3.028, 0.385, -1.224], [3.459, 1.192, -2.263], [2.558, 2.050, -2.878], [1.245, 2.125, -2.434], [0.283, 3.072, -3.099], [-0.798, -0.035, 0.811], [-1.426, -0.270, 2.068], [-2.448, -1.215, 2.139], [-3.052, -1.513, 3.350], [-2.635, -0.858, 4.499], [-1.630, 0.093, 4.424], [-1.006, 0.409, 3.219], [0.071, 1.458, 3.175], [-5.440, 3.866, 1.174], [-4.589, 2.559, 1.979], [-4.778, 2.532, 0.227], [-4.218, 5.857, 1.223], [-2.119, 7.132, 0.982], [0.007, 5.922, 0.577], [0.027, 3.483, 0.421], [-2.793, 1.430, 1.239], [-0.946, 2.278, -1.346], [3.758, -0.304, -0.806], [4.485, 1.148, -2.607], [2.872, 2.680, -3.702], [0.742, 3.532, -3.972], [-0.029, 3.887, -2.438], [-0.627, 2.567, -3.440], [-2.772, -1.698, 1.224], [-3.848, -2.245, 3.393], [-3.098, -1.080, 5.451], [-1.315, 0.610, 5.323], [0.737, 1.364, 4.034], [-0.357, 2.463, 3.214], [0.663, 1.397, 2.261], [-0.576, -0.767, -5.812], [0.226, -1.126, -4.668], [1.529, -1.748, -4.739], [1.783, -2.080, -3.274], [2.808, -2.594, -2.868], [0.692, -1.704, -2.526], [-0.175, -1.176, -3.385], [-1.378, -0.725, -2.998], [0.086, -0.469, -6.623], [-1.204, 0.096, -5.588], [-1.205, -1.592, -6.153], [2.293, -1.061, -5.107], [1.530, -2.654, -5.348], [-1.477, -0.516, -2.018], [-1.934, -0.175, -3.628]],
  "forces_ev_per_angstrom": [[0.172, -0.356, -0.495], [-0.045, -0.067, 0.057], [-0.029, 0.035, -0.098], [0.071, 0.083, 0.283], [0.075, -0.107, -0.047], [0.017, 0.030, 0.088], [-0.006, 0.238, -0.114], [0.047, 0.061, 0.038], [-0.098, -0.076, -0.014], [0.041, 0.237, -0.049], [-0.003, -0.015, -0.029], [0.057, 0.002, -0.025], [-0.009, -0.051, 0.054], [-0.039, 0.007, -0.010], [-0.076, 0.071, 0.000], [-0.020, -0.010, 0.074], [0.001, -0.008, 0.026], [-0.004, -0.042, -0.022], [0.032, 0.008, -0.040], [0.032, 0.010, -0.014], [-0.033, -0.056, 0.007], [-0.025, 0.012, 0.005], [0.038, 0.038, 0.016], [-0.034, 0.002, 0.039], [-0.016, -0.083, -0.011], [-0.057, -0.032, 0.007], [0.111, 0.025, -0.060], [-0.024, -0.008, 0.011], [0.000, -0.005, -0.004], [0.050, 0.040, -0.004], [0.020, 0.071, 0.056], [-0.147, -0.025, -0.058], [0.074, -0.071, 0.071], [0.091, 0.151, -0.003], [-0.043, 0.052, 0.119], [-0.123, 0.098, -0.018], [-0.065, 0.105, 0.144], [0.070, -0.144, 0.066], [0.004, 0.078, -0.076], [-0.009, 0.001, -0.020], [0.120, -0.078, 0.103], [-0.103, 0.054, -0.052], [-0.008, -0.085, -0.146], [0.009, -0.023, -0.052], [0.014, 0.041, 0.072], [-0.020, -0.035, -0.044], [-0.037, -0.017, 0.044], [0.066, 0.012, -0.014], [-0.100, -0.070, -0.010], [0.062, 0.020, -0.041], [0.008, 0.004, 0.000], [0.005, -0.011, 0.011], [0.008, -0.007, -0.012], [-0.004, 0.018, 0.005], [0.003, 0.021, -0.001], [0.002, 0.009, -0.001], [0.000, -0.027, 0.000], [0.032, -0.024, 0.036], [0.008, -0.013, -0.041], [0.008, -0.009, 0.004], [0.005, -0.007, 0.003], [0.018, -0.003, -0.003], [0.018, -0.001, 0.006], [-0.002, -0.005, 0.030], [0.006, -0.008, -0.015], [-0.005, -0.018, -0.023], [-0.006, 0.000, 0.013], [-0.003, 0.001, 0.009], [0.002, 0.001, 0.019], [-0.006, 0.010, 0.024], [-0.017, 0.006, -0.014], [0.001, -0.010, 0.008], [0.018, 0.071, -0.083], [-0.060, -0.064, 0.199], [0.049, 0.045, -0.056], [0.062, 0.081, 0.054], [-0.029, 0.023, -0.111], [-0.179, -0.242, 0.247], [0.018, 0.173, -0.099], [-0.072, -0.070, -0.023], [-0.008, -0.025, 0.000], [-0.014, -0.001, -0.001], [-0.001, 0.011, 0.007], [-0.003, -0.019, -0.013], [0.009, -0.003, 0.006], [0.018, -0.015, 0.019], [0.014, -0.010, -0.015]],
  "lowdin_charge": [0.7541, -0.1660, -0.1878, -0.1222, -0.1587, -0.1722, -0.1165, -0.1495, -0.1522, -0.0893, 0.1067, 0.1259, 0.0947, 0.1325, 0.0782, 0.1363, 0.1171, 0.1105, 0.1269, 0.1043, 0.1060, 0.1226, 0.1101, 0.1101, 0.0954, -0.0397, -0.2134, -0.0371, -0.0761, -0.0743, -0.0397, -0.1944, 0.1510, -0.3894, 0.1160, -0.2419, -0.1522, -0.1481, -0.0898, -0.0600, -0.2325, -0.0435, 0.0354, -0.2675, -0.0511, -0.0816, -0.0737, -0.0391, -0.2265, -0.0241, 0.0823, 0.0853, 0.0852, 0.1153, 0.1071, 0.1095, 0.1142, 0.1271, 0.1069, 0.0768, 0.1033, 0.1079, 0.0819, 0.0798, 0.0733, 0.1155, 0.1091, 0.1086, 0.1211, 0.0888, 0.0903, 0.0679, -0.0161, -0.0852, -0.0199, -0.4532, 0.0480, 0.1641, -0.4011, 0.2223, 0.0995, 0.0840, 0.1003, 0.1440, 0.1442, 0.0874, 0.1009]
}



[2]
{
  "formula": "C32H45BN3O9",
  "method": "ωB97M-V/def2-TZVPD",
  "orbital_gap_ev": 4.03,
  "lumo_energy_ha": -0.004,
  "charge": -1,
  "symbols": ["C", "O", "C", "C", "C", "C", "C", "C", "C", "C", "C", "C", "C", "C", "C", "O", "B", "O", "H", "H", "H", "H", "H", "H", "H", "H", "H", "H", "H", "H", "H", "H", "H", "H", "H", "H", "H", "H", "H", "H", "H", "H", "H", "H", "H", "H", "H", "H", "C", "C", "C", "C", "C", "C", "N", "O", "O", "H", "H", "H", "H", "H", "C", "C", "C", "C", "C", "C", "N", "O", "O", "H", "H", "H", "H", "H", "C", "C", "C", "C", "C", "C", "N", "O", "O", "H", "H", "H", "H", "H"],
  "coordinates": [[-2.892, -3.378, 3.275], [-2.073, -2.164, 3.122], [-2.777, -1.256, 2.200], [-2.819, -1.854, 0.639], [-4.350, -1.847, 0.001], [-5.146, -3.292, 0.225], [-4.869, -4.365, -1.024], [-5.945, -4.127, -2.238], [-5.807, -5.157, -3.504], [-4.299, -5.744, -3.767], [-3.338, -4.656, -4.596], [-1.725, -4.933, -4.372], [-1.040, -3.700, -3.516], [-0.698, -4.076, -1.953], [0.458, -3.117, -1.219], [1.222, -4.070, -0.394], [0.346, -5.287, -0.296], [-0.258, -5.475, -1.661], [-2.625, -3.937, 4.268], [-4.034, -3.110, 3.255], [-2.707, -4.112, 2.365], [-3.911, -1.071, 2.482], [-2.263, -0.199, 2.183], [-2.302, -2.915, 0.587], [-2.163, -1.140, -0.057], [-4.992, -0.987, 0.508], [-4.277, -1.672, -1.157], [-4.822, -3.738, 1.278], [-6.305, -3.044, 0.345], [-3.761, -4.300, -1.437], [-5.032, -5.440, -0.532], [-5.926, -2.986, -2.520], [-7.025, -4.321, -1.767], [-6.090, -4.525, -4.477], [-6.599, -6.050, -3.491], [-4.427, -6.658, -4.524], [-3.768, -6.192, -2.821], [-3.540, -4.878, -5.751], [-3.658, -3.543, -4.424], [-1.474, -6.005, -3.960], [-1.224, -4.884, -5.454], [-1.809, -2.788, -3.472], [-0.069, -3.308, -4.087], [-1.647, -3.781, -1.314], [-0.008, -2.342, -0.450], [1.022, -2.490, -2.042], [-0.579, -5.139, 0.426], [1.002, -6.257, -0.098], [5.651, 0.540, -0.414], [5.870, 1.392, -1.498], [4.974, 1.407, -2.569], [3.854, 0.564, -2.542], [3.636, -0.298, -1.458], [4.541, -0.306, -0.395], [2.895, 0.593, -3.652], [3.134, 1.355, -4.601], [1.901, -0.142, -3.576], [6.349, 0.536, 0.421], [6.738, 2.047, -1.507], [5.159, 2.076, -3.406], [2.774, -0.961, -1.427], [4.378, -0.969, 0.452], [1.832, 4.490, 3.675], [3.181, 4.664, 3.991], [4.073, 3.598, 3.860], [3.603, 2.358, 3.405], [2.248, 2.179, 3.095], [1.365, 3.252, 3.233], [4.541, 1.241, 3.241], [5.728, 1.434, 3.544], [4.093, 0.171, 2.805], [1.142, 5.326, 3.774], [3.537, 5.632, 4.337], [5.121, 3.750, 4.110], [1.869, 1.221, 2.746], [0.312, 3.123, 2.992], [2.974, 10.388, 0.813], [4.017, 9.997, 1.654], [3.755, 9.196, 2.768], [2.439, 8.787, 3.027], [1.390, 9.185, 2.189], [1.664, 9.988, 1.080], [2.161, 7.924, 4.182], [3.114, 7.610, 4.910], [0.991, 7.557, 4.359], [3.184, 11.008, -0.057], [5.035, 10.314, 1.441], [4.578, 8.900, 3.414], [0.364, 8.879, 2.381], [0.856, 10.300, 0.421]],
  "forces_ev_per_angstrom": [[-0.212, -0.817, -0.555], [-2.495, 0.108, -0.757], [-0.406, 0.083, -1.511], [0.198, 0.746, -0.510], [0.050, -0.771, 0.305], [0.114, 0.635, 0.145], [-0.486, -0.200, 0.775], [-0.743, -0.454, 1.166], [0.169, 0.490, -1.009], [-0.128, -0.298, -1.227], [-0.102, -1.406, -0.667], [0.218, 1.115, -0.996], [0.308, -0.107, 0.392], [0.004, 0.260, 0.852], [-0.508, -0.565, 0.585], [-0.911, 1.672, -1.803], [0.624, -0.051, -1.339], [-1.075, 3.531, -1.311], [-0.341, 1.297, -1.889], [2.057, -0.403, 0.287], [-0.250, 1.409, 1.887], [2.180, -0.526, -0.047], [-0.698, -2.276, 0.301], [-1.177, 2.135, 0.137], [-1.314, -1.560, 1.583], [1.422, -1.641, -1.169], [-0.202, -0.154, 2.214], [-0.550, 0.788, -2.406], [2.350, -0.717, -0.523], [-2.270, -0.032, 1.071], [0.440, 2.167, -1.363], [0.107, -2.276, 0.220], [2.228, 0.558, -0.958], [0.578, -1.411, 1.948], [1.760, 1.955, 0.390], [0.268, 1.837, 1.712], [-1.088, 1.171, -1.703], [0.201, 0.583, 2.430], [0.757, -2.105, -0.015], [-0.638, 2.292, -0.440], [-1.083, -0.159, 2.267], [1.683, -1.907, -0.201], [-1.990, -0.936, 1.332], [1.319, -1.041, -1.215], [0.520, -1.311, -1.715], [-0.428, -1.391, 1.583], [-0.888, 0.342, 1.233], [0.477, -0.580, 0.515], [-0.116, -0.022, -0.079], [-0.363, -0.220, -0.056], [-0.019, -0.009, 0.024], [0.660, -0.012, 0.813], [-0.037, 0.065, -0.094], [0.087, 0.202, -0.244], [-1.055, -0.219, -0.855], [-0.323, -0.963, 1.179], [1.565, 1.214, -0.183], [-0.148, -0.021, -0.134], [-0.188, -0.118, -0.055], [-0.241, -0.246, 0.118], [0.127, 0.162, -0.163], [-0.031, 0.135, -0.233], [-0.030, -0.137, -0.071], [0.038, -0.372, -0.146], [-0.088, -0.083, -0.069], [-0.627, 0.771, 0.102], [0.044, -0.021, -0.013], [0.447, 0.048, 0.085], [0.669, -1.148, -0.208], [-1.558, -0.284, -0.447], [0.755, 1.646, 0.693], [0.164, -0.260, 0.020], [-0.038, -0.445, -0.063], [-0.229, -0.253, -0.125], [0.300, 0.144, 0.092], [0.241, -0.046, 0.039], [-0.036, -0.078, 0.117], [-0.381, -0.126, 0.098], [-0.068, -0.021, -0.016], [0.209, 0.559, -0.793], [0.047, -0.014, 0.011], [0.308, -0.124, 0.263], [-0.285, -0.590, 0.990], [-1.440, 0.647, -0.947], [1.715, 0.588, -0.183], [-0.046, -0.130, 0.187], [-0.211, -0.102, 0.096], [-0.354, -0.045, -0.049], [0.342, -0.041, 0.119], [0.141, -0.105, 0.180]],
  "lowdin_charge": [-0.1288, -0.2428, -0.2139, -0.1734, -0.2061, -0.2052, -0.2063, -0.2287, -0.2316, -0.2242, -0.2130, -0.1977, -0.1440, -0.2872, -0.1607, -0.1590, -0.6584, -0.1336, 0.1010, 0.0847, 0.0986, 0.1103, 0.1218, 0.0993, 0.1096, 0.1029, 0.1003, 0.0872, 0.1058, 0.1039, 0.1238, 0.1055, 0.1083, 0.1080, 0.1081, 0.1085, 0.1106, 0.1018, 0.0991, 0.1168, 0.1007, 0.1081, 0.1136, 0.0956, 0.1080, 0.0971, 0.0447, 0.0467, -0.0753, -0.0802, -0.0141, -0.1416, 0.0237, -0.0551, -0.3266, 0.0430, 0.0645, 0.1050, 0.1013, 0.1122, 0.1102, 0.1075, -0.0646, -0.0617, 0.0024, -0.1415, 0.0072, -0.0585, -0.3183, 0.0482, 0.0625, 0.0852, 0.0771, 0.1162, 0.1243, 0.1095, -0.0720, -0.0665, 0.0025, -0.1369, 0.0030, -0.0651, -0.3085, 0.0428, 0.0558, 0.1082, 0.1088, 0.1200, 0.1204, 0.1094]
}



Molecular weight in g/mol, matching the order above: 621.7, 626.5